ORCA calculation (ωB97M-V/def2-TZVPD) on C28H27FNOOsPSi as an isolated structure.

Computed properties:
charge: +2
multiplicity: 5
gap between HOMO and LUMO (spin up / spin down): 8.21 / 6.43 eV
HOMO level (spin up / spin down): -0.5306 / -0.5413 Ha
LUMO level (spin up / spin down): -0.229 / -0.305 Eh
energy above the lowest of the compared OMol25 structures with the same formula, charge and spin: 15.88 kJ/mol
DFT total energy: -55347.2996 eV

```
61
Properties=species:S:1:pos:R:3:forces:R:3
Os -0.673 0.312 0.001 -0.678 0.017 0.057
O -2.722 -0.950 -0.846 -0.086 0.176 0.214
C -1.586 -1.025 -1.211 0.860 -0.077 -0.305
C -0.923 -1.831 -2.246 -0.487 0.060 0.125
C -1.612 -2.774 -2.995 -0.119 -0.110 -0.082
C -0.932 -3.449 -3.998 0.005 0.016 0.026
C 0.410 -3.172 -4.241 0.034 0.025 0.013
C 1.097 -2.230 -3.477 0.060 -0.108 -0.068
C 0.422 -1.572 -2.466 0.308 0.157 -0.042
P 1.167 -0.362 -1.348 -0.045 -0.626 -0.197
C 2.489 0.458 -2.222 -0.150 0.232 0.118
C 2.158 1.275 -3.306 -0.024 0.037 -0.035
C 3.168 1.852 -4.055 0.001 0.007 0.005
C 4.498 1.618 -3.719 0.009 0.004 -0.009
C 4.822 0.812 -2.637 0.004 -0.013 0.042
C 3.817 0.228 -1.876 0.101 0.023 -0.053
C 1.820 -1.266 0.070 0.145 0.019 0.012
C 2.195 -0.498 1.183 0.024 -0.045 0.021
C 2.637 -1.124 2.339 -0.015 -0.013 -0.013
C 2.693 -2.512 2.389 0.000 0.003 0.014
C 2.315 -3.276 1.289 -0.018 0.012 0.015
C 1.875 -2.660 0.127 -0.027 0.015 0.026
H -2.662 -2.960 -2.803 0.041 0.007 -0.022
H -1.453 -4.179 -4.603 0.023 0.011 0.009
H 0.929 -3.692 -5.037 -0.017 0.004 0.019
H 2.141 -2.018 -3.673 -0.035 -0.013 -0.012
H 1.121 1.453 -3.569 0.028 -0.012 0.004
H 2.921 2.483 -4.898 0.013 -0.014 0.020
H 5.287 2.070 -4.306 -0.021 -0.012 0.016
H 5.858 0.635 -2.381 -0.026 0.009 -0.011
H 4.075 -0.401 -1.034 -0.020 0.002 -0.018
H 2.181 0.588 1.130 0.023 -0.009 -0.006
H 2.946 -0.534 3.193 -0.018 -0.019 -0.035
H 3.039 -3.003 3.290 -0.006 0.011 -0.032
H 2.370 -4.356 1.335 0.004 0.019 0.003
H 1.580 -3.257 -0.727 0.019 0.017 0.028
C -3.420 0.017 3.826 -0.287 -0.010 0.024
Si -1.816 0.113 2.940 0.222 0.181 0.027
C -1.448 -1.561 2.220 0.011 -0.165 -0.184
C -0.381 0.709 3.944 0.093 0.109 0.201
N -1.852 1.208 1.481 -0.076 0.216 0.026
C -2.453 2.391 1.353 0.090 -0.059 0.056
C -3.018 3.129 2.446 0.068 -0.122 -0.107
C -3.633 4.329 2.235 -0.027 0.093 -0.132
C -3.729 4.861 0.934 -0.005 0.008 0.032
C -3.172 4.195 -0.164 -0.128 0.204 0.097
C -2.546 3.014 0.065 -0.022 -0.019 0.204
F -1.988 2.357 -0.970 0.070 -0.129 -0.120
H -3.285 -0.659 4.677 -0.037 0.015 -0.045
H -4.187 -0.414 3.178 -0.009 0.027 0.072
H -3.794 0.961 4.218 -0.004 -0.046 0.042
H -1.202 -2.205 3.073 -0.022 -0.013 -0.086
H -0.576 -1.641 1.551 0.020 -0.056 0.064
H -2.317 -1.985 1.711 0.062 -0.030 0.016
H 0.114 -0.142 4.421 -0.010 0.085 0.007
H -0.695 1.395 4.735 0.050 -0.014 -0.051
H 0.353 1.228 3.323 0.031 -0.043 0.052
H -2.917 2.737 3.448 -0.009 -0.020 -0.034
H -4.043 4.879 3.072 0.002 0.000 -0.051
H -4.232 5.806 0.776 0.011 -0.022 0.017
H -3.230 4.598 -1.166 -0.005 0.001 0.029
```
Forces are in eV/Å.